Entry 1:
Molecular formula: C23H41N2P3SeSm
Method: DFT, ωB97M-V/def2-TZVPD

The HOMO energy (alpha / beta) is -14.57 / -14.57 eV. The net charge is +3. Its gap between HOMO and LUMO (alpha / beta) is 0.126 / 0.140 Eh. For the LUMO energy (alpha / beta), the calculation gives -11.141 / -10.761 eV. Its spin multiplicity is 6. The strongest force on any atom is 3.128 eV/Å. The energy above the lowest of the compared OMol25 structures with the same formula, charge and spin is 0.169 eV.

Each line ends with the Löwdin spin population.
Cartesian coordinates (Å):
Sm 0.2013 0.0044 0.8825  5.0910
P -2.5990 -0.1140 0.2833  -0.0139
P 0.2086 -2.8161 0.6655  -0.0176
P -0.0046 2.7921 0.5764  -0.0170
H 1.9756 -0.8993 -1.4150  0.0007
C 2.0955 0.0465 -0.8582  -0.0011
C 2.7276 0.0934 0.3863  -0.0050
H 3.1180 -0.8172 0.8794  0.0001
C -2.9330 -0.1525 -1.5181  -0.0015
C -3.5621 -1.5577 0.8629  -0.0030
C -3.6648 1.2679 0.8321  -0.0012
C 1.9262 -3.4350 0.6626  -0.0012
C -0.6257 -3.9023 1.8484  -0.0045
C -0.4212 -3.3454 -0.9859  -0.0016
C 1.6545 3.5623 0.5621  -0.0030
C -0.9164 3.7786 1.7976  -0.0015
C -0.7050 3.2711 -1.0590  -0.0021
H 1.9163 0.9580 -1.4527  0.0003
H 3.1004 1.0380 0.8146  0.0004
H -4.0142 -0.1964 -1.7177  -0.0004
H -2.4426 -1.0218 -1.9710  0.0000
H -2.5049 0.7362 -1.9960  0.0001
H -4.6109 -1.4664 0.5424  -0.0006
H -3.5167 -1.5998 1.9566  0.0000
H -3.1285 -2.4901 0.4806  0.0000
H -4.7112 1.0801 0.5501  -0.0003
H -3.3220 2.2158 0.3988  0.0000
H -3.5877 1.3628 1.9204  0.0000
H 1.9451 -4.5134 0.4524  -0.0004
H 2.3698 -3.2405 1.6451  0.0000
H 2.5285 -2.8937 -0.0780  0.0000
H -0.7483 -4.9166 1.4483  -0.0009
H -1.6098 -3.4982 2.1026  -0.0001
H -0.0362 -3.9225 2.7689  0.0000
H -0.1635 -4.3943 -1.2009  -0.0005
H 0.0175 -2.7012 -1.7659  0.0000
H -1.5136 -3.2133 -1.0256  0.0000
H 1.5685 4.6365 0.3344  -0.0007
H 2.2956 3.0606 -0.1765  0.0000
H 2.1138 3.4201 1.5485  0.0000
H -0.9312 4.8400 1.5176  -0.0005
H -0.4252 3.6517 2.7696  0.0000
H -1.9407 3.4012 1.8937  0.0000
H -0.5485 4.3437 -1.2604  -0.0006
H -1.7806 3.0349 -1.0826  0.0001
H -0.2132 2.6733 -1.8454  0.0001
C 0.9280 0.1054 -5.4652  0.0000
C 2.0483 -0.1071 -4.6376  0.0000
C 3.3393 -0.0377 -5.1604  0.0000
C 3.5373 0.2146 -6.5302  0.0000
C 2.4237 0.3993 -7.3684  0.0000
C 1.1286 0.3434 -6.8454  0.0000
Se -0.8260 0.0900 -4.7293  -0.0001
H -0.3529 -0.2231 -3.3323  0.0000
H 1.8922 -0.3172 -3.5784  0.0000
H 4.1973 -0.1820 -4.5005  0.0000
H 4.5548 0.2640 -6.9391  0.0000
H 2.5701 0.5891 -8.4323  0.0000
H 0.2623 0.4875 -7.4918  0.0000
N 0.0731 0.0144 8.7186  0.0002
C 0.0374 0.0336 7.5466  0.0000
C -0.0031 0.0201 6.1042  0.0004
C -0.9540 -0.7470 5.4093  -0.0005
C -0.9723 -0.7137 4.0204  -0.0001
N -0.0530 -0.0038 3.3134  -0.0136
C 0.8686 0.7419 3.9719  0.0003
C 0.9189 0.7688 5.3648  -0.0002
H -1.6832 -1.3449 5.9682  -0.0001
H -1.7213 -1.2485 3.4265  0.0000
H 1.5397 1.3107 3.3204  0.0002
H 1.6649 1.3805 5.8718  -0.0001

***

Entry 2:
Molecular formula: C23H42BBrClN7O10S2
Method: DFT, ωB97M-V/def2-TZVPD

The HOMO energy is -8.97 eV. Its gap between HOMO and LUMO is 0.345 Eh. For the LUMO energy, the calculation gives 0.408 eV. The strongest force on any atom is 1.867 eV/Å. As for the SMILES: CCCO[C@@](Br)(O[C@@](Cl)(COO)S(C)(=O)=O)[C@@](CC(=O)N(C)C)(O[C@@H](O)S)B(N)O.CC#N.CC#N.CC#N.CC#N.CC#N.

Each line ends with the Mulliken charge.
Cartesian coordinates (Å):
C 1.2876 -3.1426 0.4665  -0.9596
C -0.0947 -3.1028 -0.1780  -0.5786
C -0.8944 -1.8446 0.1363  0.1738
O -1.0338 -1.0969 -1.0704  -0.3533
C -1.0905 0.2755 -0.9929  -0.7483
Br -2.1292 0.8034 -2.5908  -0.1850
O -1.6496 0.7249 0.1951  0.4156
C -3.0226 0.6585 0.3682  0.1290
Cl -3.8928 -0.6247 -0.4912  0.0026
C -3.3495 0.3971 1.8474  -1.3976
O -2.7814 1.2753 2.7647  -0.3117
O -1.6468 0.6088 3.3380  -0.1905
S -3.8902 2.2967 -0.0392  1.4723
C -5.0568 1.9850 -1.3328  -1.1390
O -2.9657 3.2570 -0.5276  -0.5642
O -4.6453 2.6919 1.1058  -0.7543
C 0.3422 0.8947 -1.2385  0.4142
C 1.2765 0.6659 -0.0434  0.0875
C 2.4155 1.6501 0.0928  -0.8047
O 3.4708 1.4741 -0.4651  -0.5827
N 2.2081 2.7738 0.9584  0.3667
C 3.1497 3.8340 0.6095  -1.1513
C 2.5560 2.2791 2.2952  -1.1264
O 0.7318 0.2272 -2.4228  -0.0486
C 2.0327 0.3441 -2.8207  -0.0695
O 2.8167 -0.6707 -2.2818  -0.4835
S 2.0728 0.1220 -4.6477  -0.2179
B 0.1634 2.4876 -1.4829  0.9086
N -0.1879 3.4102 -0.4715  -0.3713
O 0.4236 2.9540 -2.7564  -0.4347
H 1.5326 -4.1033 0.8818  0.1278
H 2.0197 -2.9432 -0.3026  0.3383
H 1.4202 -2.3637 1.1944  0.2764
H -0.6603 -3.9615 0.1427  0.4421
H -0.0112 -3.1666 -1.2482  0.2495
H -1.8497 -2.1496 0.5280  0.2112
H -0.3901 -1.3070 0.9215  0.0691
H -3.0276 -0.6012 2.0938  0.6040
H -4.4192 0.4041 1.9370  0.5484
H -1.8502 0.6684 4.2755  0.1519
H -5.8254 1.2972 -1.0389  0.4512
H -4.5579 1.7219 -2.2452  0.1025
H -5.5103 2.9499 -1.4780  0.5275
H 1.7348 -0.3034 -0.1234  0.4113
H 0.7335 0.6619 0.8868  0.4893
H 4.1515 3.6351 0.9597  0.3506
H 3.1506 4.0193 -0.4492  0.3938
H 2.8212 4.7405 1.0922  0.3825
H 3.4772 1.7068 2.2857  0.3841
H 1.7813 1.6561 2.6845  0.2564
H 2.6699 3.1256 2.9501  0.4302
H 2.4715 1.3068 -2.6211  0.2398
H 3.2527 -1.1518 -2.9845  0.3543
H 1.4403 1.2435 -4.9942  0.0407
H 0.4318 4.2048 -0.4055  0.2926
H -0.1778 2.9967 0.4478  0.1284
H 0.8127 3.8253 -2.6420  0.0858
C -6.3606 0.9179 -5.1861  -0.7163
C -6.8722 0.0100 -4.1735  0.3648
N -7.2681 -0.6980 -3.3715  -0.3954
H -5.5746 1.5384 -4.7618  0.2125
H -5.9539 0.3486 -6.0183  0.2832
H -7.1634 1.5560 -5.5476  0.2913
C 2.2697 -7.0315 2.8346  -0.7394
C 1.0384 -6.2782 3.0056  0.3367
N 0.0783 -5.6750 3.1265  -0.4137
H 3.1209 -6.4012 3.0785  0.2019
H 2.2650 -7.8970 3.4936  0.3700
H 2.3606 -7.3673 1.8091  0.2723
C 1.6847 5.2027 -5.7684  -0.6864
C 1.7409 5.8325 -4.4616  0.4160
N 1.7732 6.2941 -3.4184  -0.4374
H 1.3320 4.1790 -5.6619  0.1550
H 1.0016 5.7516 -6.4120  0.3037
H 2.6748 5.1972 -6.2176  0.2981
C -2.2512 -0.1025 8.0860  -0.8000
C -1.2463 -0.2078 7.0425  0.3953
N -0.4513 -0.2916 6.2270  -0.3998
H -3.1942 -0.5105 7.7305  0.2718
H -1.9287 -0.6596 8.9621  0.3000
H -2.3915 0.9411 8.3570  0.2739
C 6.6022 -6.4923 1.1085  -0.8172
C 5.3518 -7.1928 0.8731  0.4154
N 4.3681 -7.7399 0.6883  -0.4317
H 7.3439 -6.8109 0.3802  0.3024
H 6.4459 -5.4203 1.0136  0.2642
H 6.9656 -6.7141 2.1090  0.2716

***

Entry 3:
Molecular formula: C23H42BCl21FN2O
Method: DFT, ωB97M-V/def2-TZVPD

The HOMO energy is -11.52 eV. The net charge is +1. Its gap between HOMO and LUMO is 0.292 Eh. For the LUMO energy, the calculation gives -3.585 eV. The strongest force on any atom is 0.921 eV/Å.

Each line ends with the Mulliken charge.
Cartesian coordinates (Å):
C 4.9021 2.9978 -0.7785  -1.4628
C 4.3937 1.6248 -1.1651  0.8278
F 3.8068 1.0121 -0.0590  -0.3207
C 3.3651 1.6588 -2.3079  -1.1909
N 2.4518 0.5004 -2.1956  0.7160
C 2.9084 -0.6511 -2.7333  -0.0432
C 2.1596 -1.7974 -2.6972  -1.1400
C 0.9064 -1.7419 -2.0963  -0.6656
C 0.4267 -0.5661 -1.5171  0.1958
B -1.0252 -0.6370 -0.8354  1.1855
O -1.4124 0.1917 0.1990  -0.4902
N -1.9026 -1.6890 -1.3054  -0.1501
C -3.3250 -1.3390 -1.1921  -0.9241
C -1.6540 -2.9004 -0.4799  -0.7814
C 1.2405 0.5749 -1.5885  0.3321
C 0.8005 1.8980 -1.0489  -0.9964
C 0.0261 2.7119 -2.1315  -0.2621
C -1.3260 3.2178 -1.6871  -0.5132
Cl -1.1610 4.2552 -0.2479  -0.2336
H 5.1374 2.9718 0.2848  0.3617
H 4.1616 3.7823 -0.9259  0.3492
H 5.8253 3.2460 -1.2959  0.3673
H 5.2273 0.9895 -1.4691  0.4295
H 2.8191 2.5906 -2.3699  0.2902
H 3.8999 1.5239 -3.2395  -0.0526
H 3.8872 -0.6331 -3.1895  0.5635
H 2.5453 -2.6991 -3.1462  0.5033
H 0.2955 -2.6321 -2.1033  0.5342
H -1.8527 1.0159 -0.0488  -0.1622
H -3.5565 -0.4697 -1.8082  0.3106
H -3.9165 -2.1642 -1.5883  0.3310
H -3.6414 -1.1640 -0.1613  0.2467
H -0.6009 -2.9869 -0.2042  0.5030
H -1.9366 -3.8098 -1.0095  0.2589
H -2.2114 -2.8419 0.4553  -0.1923
H 1.6675 2.4797 -0.7545  0.5268
H 0.2141 1.7498 -0.1499  0.7104
H 0.6447 3.5477 -2.4554  0.4137
H -0.1442 2.0898 -3.0150  -0.1431
H -1.7726 3.8191 -2.4746  0.5503
H -2.0369 2.4261 -1.4602  0.0437
C 4.5137 2.2635 -6.2213  -0.3132
Cl 5.5782 2.7972 -4.9114  -0.1336
Cl 2.8361 2.1084 -5.6692  -0.0735
H 4.5518 2.9928 -7.0209  0.3892
H 4.8541 1.2945 -6.5670  0.1837
C -4.8259 -5.2520 1.6037  -0.0642
Cl -5.3367 -4.3070 0.1968  -0.1576
Cl -3.0948 -5.6000 1.5833  -0.1242
H -5.0489 -4.6782 2.4956  -0.0435
H -5.3670 -6.1901 1.6011  0.3909
C 8.4410 0.2020 -5.6541  -0.2801
Cl 7.5784 -0.7272 -4.4176  -0.1354
Cl 7.5981 0.1785 -7.2071  -0.1490
H 8.5196 1.2292 -5.3196  0.2295
H 9.4211 -0.2387 -5.7885  0.3502
C -2.8972 1.7123 2.7511  -0.1193
Cl -3.7495 0.6973 3.9107  -0.1111
Cl -3.7509 1.7907 1.1967  -0.1740
H -2.8224 2.7190 3.1438  0.4297
H -1.9163 1.2837 2.5776  0.0610
C -0.0984 0.0921 -5.1504  0.8378
Cl -1.8547 0.2622 -5.1454  -0.1565
Cl 0.5054 -0.9025 -6.4778  -0.1506
H 0.3376 1.0804 -5.2458  -0.0626
H 0.1966 -0.3732 -4.2166  -0.4551
C -1.4939 -3.2326 4.6720  0.4889
Cl -1.3168 -4.9831 4.7346  -0.1493
Cl -1.8122 -2.6451 3.0275  -0.0637
H -2.3287 -2.9453 5.3018  0.1988
H -0.5727 -2.7811 5.0169  -0.4941
C -7.3447 -0.0288 5.0224  -0.2637
Cl -6.2788 -1.1682 5.8613  -0.1039
Cl -9.0162 -0.5904 4.9819  -0.1565
H -7.3088 0.9184 5.5464  0.3151
H -6.9890 0.0787 4.0047  0.2075
C -5.1348 -4.7105 7.1930  -0.3678
Cl -4.3357 -6.0396 8.0323  -0.1496
Cl -4.9231 -4.8106 5.4366  -0.0379
H -6.1954 -4.7466 7.4096  0.3407
H -4.7043 -3.7770 7.5351  0.2238
C 1.6409 -1.4894 6.7490  -0.3140
Cl 1.7873 -3.2471 6.8093  -0.1303
Cl 1.3130 -0.9104 5.1049  -0.1309
H 0.8179 -1.1885 7.3859  0.2628
H 2.5700 -1.0481 7.0878  0.3109
C 1.3205 6.5665 1.0095  0.4175
Cl 1.7782 6.0262 2.6286  -0.1536
Cl 2.7295 6.8570 -0.0220  -0.1621
H 0.7322 5.7846 0.5481  -0.4112
H 0.7583 7.4882 1.0961  0.3276